[1]
ORCA calculation (ωB97M-V/def2-TZVPD) on a molecular structure, C17H29ClNO6P2V in a non-equilibrium geometry.

Summary:
F_max in eV/Å: 3.0
LUMO level (spin up / spin down) in eV: -4.710 / -4.089
E_HOMO (spin up / spin down) in eV: -9.86 / -9.86
Orbital gap (spin up / spin down) in eV: 5.147 / 5.771
E_tot in Ha: -3257.76886

Structure (ORCA input):
```
! wB97M-V def2-TZVPD RIJCOSX def2/J DEFGRID3
* xyz 1 2
C -0.980 3.086 -2.742
C -0.990 2.005 -1.852
N 0.139 1.649 -1.211
C 1.255 2.401 -1.368
C 1.324 3.457 -2.279
C 0.183 3.798 -2.989
C -2.190 1.125 -1.761
P -2.191 -0.072 -0.334
V 0.036 -0.277 0.035
P 2.695 0.580 0.427
C 2.523 2.114 -0.582
C -0.626 -1.886 1.216
C -0.845 -1.440 2.521
C -0.628 -2.360 3.565
C -0.134 -3.641 3.284
C 0.145 -4.035 1.975
C -0.081 -3.149 0.922
O -1.839 -0.738 -4.206
O 0.909 -0.597 -2.858
H -1.895 3.266 -3.307
H 2.265 3.978 -2.415
H 0.204 4.626 -3.698
C -3.083 0.894 0.885
C -3.355 -1.364 -0.855
H 3.393 2.081 -1.257
H 2.716 2.917 0.161
H -2.306 0.515 -2.600
H -3.111 1.731 -1.704
C 3.967 0.770 1.684
C 3.078 -0.792 -0.674
H -1.267 -0.444 2.697
H -0.791 -2.059 4.590
H 0.020 -4.343 4.095
H 0.527 -5.031 1.740
H 0.076 -3.428 -0.125
H 0.189 -1.042 -2.355
H 0.952 -1.415 -3.408
H -0.994 -0.629 -3.833
H -1.940 0.061 -4.695
H -0.385 -1.494 -0.884
H -4.077 1.137 0.507
H -3.141 0.331 1.819
H -2.531 1.817 1.068
H -4.381 -0.990 -0.866
H -3.092 -1.726 -1.854
H -3.275 -2.201 -0.156
H 4.138 -0.679 -0.940
H 2.926 -1.740 -0.133
H 2.459 -0.757 -1.589
H 4.943 0.880 1.194
H 3.732 1.672 2.286
H 3.954 -0.139 2.320
O 0.035 1.688 3.422
Cl 0.331 0.772 4.591
O 1.218 -0.357 4.144
O -0.959 0.232 5.162
O 1.445 0.358 1.259
*
```

---

[2]
ORCA calculation (ωB97M-V/def2-TZVPD) on 3 unconnected molecules or ions with the total composition C17H29I2N3O3 in a non-equilibrium geometry.

Summary:
F_max in eV/Å: 1.7
SMILES: C=CCN(CCO)C(=O)O[C@H](I)[C@H](C)I.CCCC#N.CCCC#N
LUMO level in eV: 0.276
E_HOMO in eV: -8.58
Orbital gap in eV: 8.858
E_tot in Ha: -1650.43413

Structure (ORCA input):
```
! wB97M-V def2-TZVPD RIJCOSX def2/J DEFGRID3
* xyz 0 1
C -0.006 3.261 -3.729
C -0.254 2.687 -2.528
C 0.718 1.728 -1.866
N 0.024 0.785 -0.970
C -1.186 0.176 -1.544
C -0.977 -0.594 -2.856
O -1.584 0.080 -3.962
C 0.851 -0.205 -0.458
O 0.473 -1.238 0.033
O 2.168 0.139 -0.520
C 3.071 -0.911 -0.252
I 3.402 -0.988 1.872
C 4.415 -0.586 -0.956
C 4.316 0.496 -2.026
I 5.197 -2.405 -1.781
H -0.767 3.222 -4.503
H 0.920 3.796 -3.921
H -1.130 2.944 -1.937
H 1.258 1.199 -2.652
H 1.467 2.288 -1.298
H -1.957 0.925 -1.704
H -1.600 -0.523 -0.823
H 0.083 -0.772 -3.061
H -1.444 -1.578 -2.782
H -0.920 0.241 -4.635
H 2.686 -1.860 -0.610
H 5.134 -0.268 -0.209
H 3.437 0.389 -2.658
H 5.182 0.403 -2.682
H 4.381 1.489 -1.583
C -5.182 0.012 -3.366
C -5.646 -0.779 -2.150
C -6.243 0.119 -1.061
C -5.250 1.087 -0.589
N -4.464 1.850 -0.243
H -4.388 0.712 -3.101
H -4.781 -0.656 -4.127
H -6.005 0.576 -3.810
H -4.804 -1.337 -1.734
H -6.395 -1.513 -2.452
H -6.576 -0.474 -0.209
H -7.105 0.667 -1.445
C 1.783 -0.300 7.571
C 1.704 -1.358 6.477
C 2.981 -2.199 6.369
C 4.142 -1.367 6.047
N 5.043 -0.704 5.785
H 2.578 0.419 7.369
H 0.847 0.254 7.636
H 1.974 -0.754 8.545
H 1.506 -0.878 5.518
H 0.866 -2.029 6.677
H 2.877 -2.952 5.586
H 3.180 -2.717 7.309
*
```

---

[3]
ORCA calculation (ωB97M-V/def2-TZVPD) on a molecular structure, C17H29KN3OTeV in a non-equilibrium geometry.

Summary:
F_max in eV/Å: 4.7
LUMO level (spin up / spin down) in eV: -8.556 / -8.923
E_HOMO (spin up / spin down) in eV: -15.11 / -14.97
Orbital gap (spin up / spin down) in eV: 6.555 / 6.044
E_tot in Ha: -2716.03210

Structure (ORCA input):
```
! wB97M-V def2-TZVPD RIJCOSX def2/J DEFGRID3
* xyz 2 1
N 0.228 0.569 2.110
C 0.156 0.558 3.362
O 0.080 0.530 4.543
K 2.464 -1.562 -0.535
V -0.165 0.093 0.282
N 1.304 0.244 -1.004
N -1.703 0.983 -0.251
C 2.026 1.558 -1.012
C -2.492 1.962 0.528
C 3.293 1.463 -1.875
C 1.118 2.648 -1.581
C 2.417 1.926 0.414
C -3.161 1.233 1.692
C -3.574 2.632 -0.317
C -1.564 3.035 1.078
H 3.992 0.682 -1.526
H 3.832 2.419 -1.814
H 3.060 1.286 -2.935
H 0.933 2.482 -2.651
H 1.597 3.634 -1.461
H 0.144 2.655 -1.065
H 1.543 2.092 1.060
H 2.994 2.864 0.388
H 3.050 1.161 0.892
H -3.799 0.421 1.321
H -3.784 1.940 2.256
H -2.418 0.804 2.376
H -4.357 1.927 -0.618
H -3.145 3.098 -1.212
H -4.054 3.418 0.280
H -2.164 3.753 1.654
H -1.073 3.581 0.264
H -0.799 2.626 1.746
C 0.859 -0.195 -2.347
H 0.188 -1.068 -2.278
H 0.312 0.586 -2.904
H 1.722 -0.481 -2.980
C -2.431 0.255 -1.297
H -2.024 -0.760 -1.424
H -3.495 0.133 -1.039
H -2.375 0.765 -2.275
Te -0.788 -2.372 0.693
C 0.817 -3.805 0.471
C 1.916 -3.805 1.346
C 2.959 -4.719 1.126
C 2.860 -5.657 0.091
C 1.741 -5.675 -0.745
C 0.708 -4.746 -0.564
H 1.924 -3.127 2.205
H 3.825 -4.720 1.791
H 3.652 -6.401 -0.043
H 1.654 -6.434 -1.529
H -0.195 -4.755 -1.177
*
```

---

[4]
ORCA calculation (ωB97M-V/def2-TZVPD) on a molecular structure, C17H30AlN2O in a non-equilibrium geometry.

Summary:
F_max in eV/Å: 3.4
LUMO level in eV: -10.822
E_HOMO in eV: -19.03
Orbital gap in eV: 8.212
E_tot in Ha: -1091.90668

Structure (ORCA input):
```
! wB97M-V def2-TZVPD RIJCOSX def2/J DEFGRID3
* xyz 3 1
Al 8.593 6.563 9.800
C 8.864 9.854 13.478
C 7.345 9.439 13.385
C 6.531 10.651 12.863
C 6.998 8.198 12.586
C 8.055 7.295 12.263
C 7.777 6.062 11.566
C 6.407 5.792 11.121
C 6.011 4.511 10.324
C 5.412 6.647 11.566
C 5.714 7.829 12.286
H 8.782 10.727 14.179
H 9.277 10.183 12.506
H 9.462 9.090 13.836
H 7.172 9.320 14.484
H 6.819 10.881 11.833
H 6.851 11.519 13.384
H 5.461 10.577 13.004
H 9.019 7.394 12.771
H 8.424 5.159 11.881
H 6.152 4.699 9.235
H 4.951 4.383 10.564
H 6.616 3.622 10.524
H 4.377 6.307 11.320
H 4.904 8.523 12.457
C 8.851 8.289 5.722
C 9.266 7.745 7.183
N 8.087 7.174 7.894
C 7.703 5.887 7.092
C 7.699 6.156 5.557
N 7.555 7.686 5.337
C 6.509 8.223 6.221
C 7.000 8.174 7.689
H 9.652 7.996 5.020
H 8.842 9.355 5.696
H 9.627 8.651 7.695
H 10.109 7.015 7.148
H 6.672 5.622 7.326
H 8.461 5.097 7.328
H 6.828 5.596 5.129
H 8.549 5.972 4.944
H 7.342 7.893 4.330
H 5.524 7.679 6.126
H 6.276 9.230 5.909
H 6.153 7.946 8.315
H 7.412 9.138 7.990
C 10.928 4.927 9.955
O 10.063 5.776 9.170
H 10.707 3.833 9.702
H 10.907 5.165 11.017
H 12.004 5.057 9.684
*
```

---

[5]
ORCA calculation (ωB97M-V/def2-TZVPD) on 6 unconnected molecules or ions with the total composition C17H30Br3N7O12S in a non-equilibrium geometry.

Summary:
F_max in eV/Å: 1.8
SMILES: C=C[C@H]1[C@](CCN)([C@H](Br)[C@@H](C)Br)OC(=O)[C@@]1(Br)N=C=S.C[N+](=O)[O-].C[N+](=O)[O-].C[N+](=O)[O-].C[N+](=O)[O-].C[N+](=O)[O-]
LUMO level in eV: -0.447
E_HOMO in eV: -9.25
Orbital gap in eV: 8.807
E_tot in Ha: -10071.62419

Structure (ORCA input):
```
! wB97M-V def2-TZVPD RIJCOSX def2/J DEFGRID3
* xyz 0 1
C -1.124 -1.031 2.568
C -0.365 -0.967 1.463
C -0.364 -1.862 0.248
C 0.680 -3.036 0.147
C 0.696 -4.183 1.182
C -0.349 -4.154 2.321
N 0.127 -3.619 3.602
C 2.091 -2.520 -0.322
Br 2.774 -3.684 -1.759
C 3.216 -2.508 0.714
C 4.515 -1.908 0.159
Br 2.767 -1.468 2.306
O 0.116 -3.700 -1.056
C -1.228 -3.697 -1.004
O -1.913 -4.582 -1.408
C -1.674 -2.383 -0.373
Br -2.201 -1.254 -1.915
N -2.814 -2.534 0.501
C -3.678 -1.701 0.659
S -4.713 -0.629 1.116
H -0.667 -0.741 3.511
H -2.178 -1.267 2.611
H 0.347 -0.151 1.410
H -0.019 -1.188 -0.540
H 0.526 -5.097 0.614
H 1.671 -4.312 1.651
H -1.283 -3.677 2.032
H -0.596 -5.197 2.529
H 0.785 -4.288 3.986
H 0.640 -2.761 3.449
H 2.000 -1.537 -0.778
H 3.449 -3.513 1.055
H 4.921 -2.515 -0.641
H 5.228 -1.797 0.972
H 4.301 -0.902 -0.208
C -5.555 1.890 -2.599
N -5.030 1.306 -3.865
O -5.833 0.994 -4.721
O -3.829 1.179 -3.954
H -6.636 1.938 -2.669
H -5.238 1.240 -1.789
H -5.119 2.878 -2.495
C -8.338 0.750 -6.747
N -9.483 0.840 -5.801
O -10.130 -0.164 -5.591
O -9.689 1.925 -5.294
H -8.275 -0.268 -7.113
H -8.529 1.449 -7.556
H -7.448 1.028 -6.194
C 5.451 1.625 2.818
N 6.074 0.959 1.644
O 5.877 1.434 0.544
O 6.742 -0.032 1.863
H 4.887 2.477 2.468
H 4.796 0.897 3.289
H 6.255 1.916 3.487
C 2.149 2.923 -0.439
N 2.044 2.683 1.026
O 1.003 2.249 1.470
O 3.033 2.943 1.680
H 1.206 2.650 -0.898
H 2.372 3.977 -0.576
H 2.967 2.309 -0.806
C 3.727 6.729 2.959
N 4.535 5.844 2.076
O 4.199 5.753 0.914
O 5.475 5.273 2.585
H 2.928 7.163 2.369
H 3.335 6.113 3.763
H 4.392 7.495 3.348
*
```

---

[6]
ORCA calculation (ωB97M-V/def2-TZVPD) on a molecular structure, C17H30BrCaN9O5S.

Summary:
F_max in eV/Å: 0.5
LUMO level in eV: 4.607
E_HOMO in eV: -1.11
Orbital gap in eV: 5.719
E_tot in Ha: -5184.81891

Structure (ORCA input):
```
! wB97M-V def2-TZVPD RIJCOSX def2/J DEFGRID3
* xyz -2 1
Ca -0.797 1.086 -1.059
C 1.947 -1.672 -5.394
C 1.075 -0.482 -5.101
C 0.255 0.094 -6.061
C -0.566 1.157 -5.726
C -0.526 1.588 -4.410
Br -1.652 3.007 -3.856
N 0.247 1.073 -3.488
C 1.035 0.059 -3.822
H 1.943 -1.909 -6.459
H 1.595 -2.550 -4.848
H 2.980 -1.491 -5.089
H 0.248 -0.299 -7.073
H -1.230 1.624 -6.439
H 1.623 -0.347 -3.003
C -1.985 0.897 4.734
N -1.676 1.632 3.523
C -0.483 2.442 3.678
C -1.786 0.899 2.308
N -0.832 0.757 1.462
N -3.031 0.354 2.104
C -3.652 0.353 0.726
N -4.887 -0.404 0.923
N -3.259 0.911 -0.277
H -2.183 1.602 5.545
H -1.146 0.251 5.046
H -2.860 0.264 4.601
H -0.658 3.148 4.495
H -0.253 2.995 2.768
H 0.404 1.842 3.938
H 0.002 1.258 1.765
H -3.717 0.682 2.767
H -4.703 -1.293 1.374
H -5.260 -0.567 -0.003
H -2.630 -0.383 -2.216
O 1.576 4.644 -0.581
S 0.997 3.411 -0.059
O 1.442 3.148 1.337
O 1.405 2.219 -0.902
O -0.495 3.403 -0.122
C 2.296 -0.427 3.019
C 2.871 0.466 1.937
N 2.314 0.142 0.640
C 1.559 -0.951 0.359
N 0.912 -0.990 -0.763
C 0.226 -2.223 -1.125
C -0.302 -2.961 0.092
C 0.852 -3.205 1.045
N 1.538 -1.963 1.313
C 2.320 -1.862 2.521
H 1.258 -0.154 3.223
H 2.872 -0.325 3.942
H 3.964 0.337 1.920
H 2.661 1.521 2.128
H 2.104 0.950 0.023
H 0.916 -2.887 -1.678
H -0.593 -1.943 -1.796
H -0.766 -3.912 -0.187
H -1.055 -2.338 0.583
H 1.539 -3.955 0.616
H 0.497 -3.606 2.001
H 3.363 -2.190 2.371
H 1.876 -2.536 3.260
O -1.728 -0.389 -2.553
*
```

---

[7]
ORCA calculation (ωB97M-V/def2-TZVPD) on 2 unconnected molecules or ions with the total composition C17H30Cl4NO2 in a non-equilibrium geometry.

Summary:
F_max in eV/Å: 5.2
LUMO level in eV: -2.543
E_HOMO in eV: -10.85
Orbital gap in eV: 8.307
E_tot in Ha: -2711.43262

Structure (ORCA input):
```
! wB97M-V def2-TZVPD RIJCOSX def2/J DEFGRID3
* xyz 1 1
C 5.000 0.775 2.538
C 6.350 -0.065 2.385
Cl 7.913 0.851 2.088
C 6.345 -1.473 2.474
Cl 7.964 -2.340 2.272
C 5.088 -2.405 2.769
O 3.888 -2.061 2.016
C 2.814 -2.771 2.658
O 2.982 -3.920 3.152
C 1.318 -2.191 2.753
Cl 0.446 -2.127 1.129
C 1.220 -0.750 3.462
C 1.320 0.484 2.411
Cl 2.342 -0.557 4.908
H 4.407 0.333 3.404
H 4.432 0.667 1.537
H 5.302 1.869 2.688
H 5.391 -3.469 2.435
H 4.919 -2.444 3.899
H 0.698 -2.910 3.407
H 0.149 -0.681 3.890
H 2.037 0.268 1.552
H 0.265 0.551 1.941
H 1.489 1.491 2.925
C -5.256 2.330 -2.605
C -5.098 0.942 -3.216
C -4.696 -0.139 -2.215
C -3.439 0.069 -1.365
N -2.094 0.082 -2.099
C -1.798 1.377 -2.852
C -1.300 2.327 -1.789
C -0.388 1.454 -0.953
C -0.962 0.042 -1.035
C -1.968 -1.110 -3.019
H -4.379 2.637 -2.032
H -5.408 3.072 -3.392
H -6.120 2.361 -1.938
H -4.394 0.967 -4.054
H -6.057 0.657 -3.661
H -4.640 -1.099 -2.736
H -5.528 -0.250 -1.510
H -3.384 -0.776 -0.673
H -3.500 0.977 -0.762
H -1.008 1.162 -3.579
H -2.674 1.736 -3.380
H -2.128 2.710 -1.185
H -0.780 3.186 -2.215
H -0.321 1.808 0.078
H 0.625 1.463 -1.363
H -1.378 -0.297 -0.084
H -0.201 -0.668 -1.365
H -2.685 -1.000 -3.832
H -2.165 -2.012 -2.437
H -0.957 -1.133 -3.424
*
```

---

[8]
ORCA calculation (ωB97M-V/def2-TZVPD) on a molecular structure, C17H30F2N3O9S2 in a non-equilibrium geometry.

Summary:
F_max in eV/Å: 4.2
LUMO level in eV: 2.137
E_HOMO in eV: -5.36
Orbital gap in eV: 7.497
E_tot in Ha: -2503.22866

Structure (ORCA input):
```
! wB97M-V def2-TZVPD RIJCOSX def2/J DEFGRID3
* xyz -1 1
C -2.705 0.550 6.064
C -1.573 -0.500 6.251
C -1.415 -1.520 5.069
N -0.817 -0.601 7.297
S 0.655 0.238 7.094
O 0.582 1.401 7.952
O 1.711 -0.706 7.433
N 0.721 0.573 5.454
S 1.988 1.521 5.044
O 3.254 0.820 4.918
O 2.188 2.710 5.849
N 1.544 2.114 3.435
C 0.312 2.857 3.451
O -0.057 3.393 2.476
F -0.449 3.009 4.559
C 1.460 1.008 2.504
O 0.469 0.601 2.057
F 2.655 0.494 2.141
H -2.346 1.499 5.605
H -3.291 0.707 7.002
H -3.437 0.108 5.330
H -0.532 -2.172 5.242
H -2.348 -2.143 5.078
H -1.389 -1.002 4.078
C -1.507 1.302 -1.414
C -2.495 0.718 -2.407
C -2.708 -0.680 -1.853
O -2.543 -0.592 -0.432
C -1.977 0.688 -0.107
H -1.498 2.392 -1.391
H -0.496 0.956 -1.648
H -3.433 1.281 -2.374
H -2.135 0.716 -3.436
H -1.958 -1.377 -2.237
H -3.701 -1.075 -2.083
H -2.762 1.295 0.358
H -1.167 0.559 0.609
C 4.567 -0.798 -1.579
C 3.464 -1.470 -0.781
C 2.325 -0.478 -0.927
O 2.493 0.161 -2.203
C 3.788 -0.163 -2.719
H 5.341 -1.485 -1.924
H 5.043 -0.022 -0.974
H 3.194 -2.422 -1.249
H 3.728 -1.664 0.258
H 2.370 0.293 -0.157
H 1.344 -0.956 -0.883
H 3.654 -0.867 -3.549
H 4.265 0.741 -3.103
C -0.313 -1.179 -7.066
C -1.446 -0.170 -7.072
C -2.379 -0.740 -6.017
O -1.557 -1.422 -5.063
C -0.231 -1.548 -5.595
H 0.625 -0.789 -7.460
H -0.594 -2.056 -7.657
H -1.074 0.807 -6.753
H -1.925 -0.052 -8.045
H -3.070 -1.472 -6.450
H -2.962 0.032 -5.512
H 0.418 -0.856 -5.048
H 0.132 -2.565 -5.436
*
```